97
Properties=species:S:1:pos:R:3:mulliken_charge:R:1 method="wB97M-V/def2-TZVPD" fmax_ev_per_a=6.045 orbital_gap_ev=2.512 homo_ev=-3.14 charge=-1
N 1.44760 -1.28241 -6.19386 -0.46
B 1.82356 -2.75374 -6.33601 0.53
O 1.83474 -3.33307 -7.69511 -0.68
P 2.28471 -3.68630 -4.71416 0.72
C 3.75280 -2.50077 -4.33420 -0.94
C 3.57072 -1.76041 -2.84631 0.16
F 3.81091 -2.73943 -1.72850 -0.35
C 0.73261 -4.85432 -4.86136 -0.86
O -0.07784 -4.75121 -3.63784 -0.21
C -1.30313 -3.96294 -3.83959 0.77
F -2.22582 -4.52302 -4.87775 -0.26
F -1.06345 -2.53528 -4.21069 -0.23
F -2.03132 -3.90764 -2.51665 -0.29
H 1.31259 -0.90220 -7.17365 0.20
H 0.49026 -1.18290 -5.74898 0.20
H 1.02039 -3.90043 -7.85798 0.28
H 1.46048 -2.82920 -3.90134 -0.56
H 2.61546 -4.41880 -3.50341 0.00
H 3.12139 -4.60639 -5.46427 -0.17
H 3.85911 -1.71440 -5.20954 0.33
H 4.71243 -3.19501 -4.22210 0.31
H 4.29186 -0.82907 -2.80370 0.22
H 2.48372 -1.34512 -2.67566 -0.08
H 1.16270 -5.96693 -4.87898 0.28
H 0.13357 -4.67938 -5.85846 0.16
C -3.19089 -0.54737 2.46236 0.15
C -3.24112 0.25924 1.39785 -0.55
C -2.89052 -0.22900 0.04955 0.54
O -2.93428 0.50910 -0.92503 -0.67
C -2.48408 -1.64272 -0.07699 -0.53
C -2.43386 -2.44932 0.98752 -0.57
C -2.78445 -1.96108 2.33582 0.38
O -2.74069 -2.69918 3.31041 -0.60
H -3.44408 -0.20505 3.45834 0.36
H -3.53797 1.29841 1.47411 0.37
H -2.23090 -1.98503 -1.07297 0.61
H -2.13700 -3.48850 0.91127 0.49
C 1.40921 2.76701 -3.81141 -0.32
C 0.91684 3.97333 -4.10921 -0.31
C -0.39790 4.41109 -3.60026 0.46
O -0.85023 5.51427 -3.87397 -0.66
C -1.14629 3.46533 -2.74865 -0.44
C -0.65392 2.25901 -2.45085 -0.23
C 0.66083 1.82125 -2.95980 0.12
O 1.11315 0.71807 -2.68609 -0.46
H 2.37150 2.43005 -4.17707 0.46
H 1.45390 4.67871 -4.73196 0.34
H -2.10858 3.80230 -2.38300 0.51
H -1.19098 1.55363 -1.82810 0.54
C -2.93269 0.64578 8.58609 -0.43
C -3.77207 0.59998 7.54702 -0.51
C -3.46325 -0.20329 6.34760 0.40
O -4.23001 -0.24421 5.39528 -0.60
C -2.19245 -0.95484 6.34160 -0.36
C -1.35307 -0.90903 7.38067 -0.42
C -1.66189 -0.10576 8.58009 0.38
O -0.89513 -0.06484 9.53241 -0.57
H -3.14364 1.23054 9.47312 0.42
H -4.70838 1.14498 7.53645 0.43
H -1.98150 -1.53959 5.45457 0.56
H -0.41676 -1.45403 7.39124 0.74
C 4.84600 -2.10946 7.78006 -0.39
C 3.71126 -2.20447 7.08029 -0.41
C 2.39592 -2.02347 7.72553 0.53
O 1.35673 -2.11223 7.08621 -0.59
C 2.38320 -1.73198 9.17283 -0.25
C 3.51793 -1.63697 9.87259 -0.40
C 4.83328 -1.81797 9.22736 0.33
O 5.87246 -1.72920 9.86667 -0.56
H 5.81899 -2.24017 7.32239 0.41
H 3.70391 -2.41701 6.01794 0.44
H 1.41021 -1.60127 9.63049 0.39
H 3.52529 -1.42443 10.93494 0.42
C -0.71181 3.98889 -8.73594 -0.48
C -1.84655 3.89388 -9.43571 -0.38
C -3.16189 4.07488 -8.79047 0.30
O -4.20108 3.98611 -9.42979 -0.57
C -3.17462 4.36637 -7.34318 -0.56
C -2.03988 4.46138 -6.64341 0.02
C -0.72454 4.28038 -7.28864 0.55
O 0.31465 4.36914 -6.64933 -0.46
H 0.26117 3.85818 -9.19361 0.43
H -1.85390 3.68134 -10.49806 0.39
H -4.14761 4.49708 -6.88551 0.43
H -2.03253 4.67392 -5.58106 0.30
C -0.53033 3.52185 4.07552 -0.41
C 0.56386 3.47538 4.84162 -0.42
C 1.50346 2.33923 4.76717 0.35
O 2.50415 2.29491 5.46942 -0.59
C 1.18808 1.25785 3.81272 -0.44
C 0.09389 1.30432 3.04662 -0.21
C -0.84570 2.44047 3.12108 0.41
O -1.84640 2.48479 2.41883 -0.54
H -1.23017 4.34747 4.11824 0.44
H 0.80951 4.26103 5.54605 0.43
H 1.88792 0.43223 3.77001 0.45
H -0.15176 0.51867 2.34219 0.53


89
Properties=species:S:1:pos:R:3:mulliken_charge:R:1 method="wB97M-V/def2-TZVPD" fmax_ev_per_a=2.558 orbital_gap_ev=7.410 relative_energy_ev=2.324 homo_ev=-9.98 charge=+1
Ir 0.01560 0.25731 -0.13635 2.46
C 3.56240 -3.40298 1.80644 -1.46
C 3.10048 -2.02788 1.45147 0.79
C 3.81648 -0.85204 1.44158 -1.64
C 2.92981 0.16176 1.05185 0.90
N 1.72164 -0.40686 0.85962 -0.16
N 1.84510 -1.72479 1.09426 1.02
B 0.66724 -2.63688 0.82806 -1.87
N 0.37969 -2.60407 -0.66881 1.15
N -0.14570 -1.47919 -1.23323 -0.20
C -0.28784 -1.73317 -2.55285 -0.30
C 0.19928 -3.01056 -2.81505 -1.36
C 0.58873 -3.53736 -1.60078 0.92
C 1.09629 -4.90757 -1.29187 -1.37
C -0.94983 -0.89142 -3.56418 0.86
C -0.36649 -0.73941 -4.81755 -0.56
C -1.01516 -0.01463 -5.80716 -0.79
C -2.26047 0.54491 -5.55406 -0.55
C -2.85153 0.38253 -4.30802 -0.58
C -2.19630 -0.32879 -3.31794 -0.20
N -0.58758 -2.08818 1.52899 0.79
N -1.06779 -0.85148 1.23100 -0.11
C -2.22778 -0.69291 1.87644 -0.16
C -2.47852 -1.84668 2.62646 -1.27
C -1.43449 -2.71074 2.36687 0.86
C -1.20264 -4.08844 2.89488 -1.53
C -3.13041 0.47358 1.77769 0.41
C -3.90317 0.81030 2.88850 -0.74
C -4.80216 1.86377 2.83093 -0.89
C -4.95400 2.58711 1.65616 -0.56
C -4.19786 2.25309 0.54082 -0.71
C -3.28940 1.20708 0.60345 0.40
C 3.30072 1.59982 0.94164 1.38
C 2.48521 2.60418 0.41807 0.78
C 2.91514 3.92136 0.35647 -1.02
C 4.17332 4.27090 0.82362 -0.86
C 4.99810 3.28742 1.34803 -0.80
C 4.56793 1.97186 1.40207 -1.30
H 4.57924 -3.35316 2.18875 0.44
H 2.92628 -3.85183 2.56861 0.26
H 3.55384 -4.06311 0.93831 0.18
H 4.86296 -0.75244 1.66892 0.62
H 0.92227 -3.74020 1.20457 -0.04
H 0.19274 -3.51450 -3.76713 0.58
H 1.05554 -5.51762 -2.19099 0.43
H 2.12831 -4.88135 -0.93963 0.18
H 0.49344 -5.38685 -0.52073 0.24
H 0.60275 -1.18413 -5.01246 0.47
H -0.55157 0.10952 -6.77707 0.43
H -2.77608 1.09187 -6.33294 0.42
H -3.82442 0.81351 -4.10985 0.45
H -2.67148 -0.49596 -2.35832 0.47
H -3.34382 -2.04856 3.23546 0.59
H -1.97598 -4.32860 3.62038 0.42
H -1.23729 -4.82985 2.09588 0.27
H -0.23020 -4.16731 3.38029 0.29
H -3.78599 0.25066 3.80890 0.45
H -5.39222 2.11513 3.70298 0.43
H -5.66007 3.40616 1.60863 0.43
H -4.32275 2.79948 -0.38522 0.50
H -2.71652 0.94120 -0.27190 0.34
H 1.49951 2.36836 0.05590 -0.27
H 2.25709 4.67702 -0.05379 0.38
H 4.50919 5.29888 0.77568 0.44
H 5.97918 3.54426 1.72640 0.42
H 5.23266 1.22691 1.81600 0.35
O 1.56209 0.41981 -1.56566 -0.65
N 1.71275 1.53338 -2.29924 0.50
C 2.91889 1.79338 -2.84424 -0.26
C 3.11164 2.92972 -3.57475 -0.98
C 2.04002 3.81652 -3.74297 -0.39
C 0.81649 3.51118 -3.20077 -1.11
C 0.65214 2.32807 -2.46819 0.77
S -0.83304 1.86131 -1.76236 -0.50
H 3.67792 1.05176 -2.64522 0.50
H 4.08508 3.12715 -3.99794 0.47
H 2.17336 4.73598 -4.29696 0.46
H -0.03771 4.16367 -3.31320 0.56
I -0.98405 4.41839 0.48819 0.19
C -0.79858 2.96772 1.97330 -0.26
C -1.28778 3.34557 3.21776 -0.75
C -1.07417 2.51937 4.30152 -0.63
C -0.33374 1.36538 4.11850 -1.00
C 0.10497 1.05974 2.85126 -0.02
N -0.15579 1.81520 1.76047 0.35
H -1.81326 4.28285 3.32277 0.50
H -1.45335 2.79250 5.27792 0.45
H -0.09734 0.70734 4.94311 0.54
H 0.70362 0.18343 2.67865 0.33


89
Properties=species:S:1:pos:R:3:mulliken_charge:R:1 method="wB97M-V/def2-TZVPD" fmax_ev_per_a=2.338 orbital_gap_ev=5.463 relative_energy_ev=5.790 homo_ev=-9.49 charge=+1
Ir -0.00906 -0.10288 0.25973 2.28
C 1.86215 4.33289 2.69650 -1.47
C 1.08236 3.06616 2.61184 0.45
C 0.18469 2.53399 3.51165 -1.13
C -0.30788 1.35884 2.94922 0.62
N 0.30653 1.18848 1.75029 0.06
N 1.13729 2.23867 1.56607 0.98
B 1.92813 2.34697 0.27887 -1.38
N 2.77466 1.06137 0.11757 0.45
N 2.20440 -0.18213 0.02162 0.04
C 3.24096 -1.05078 -0.07447 0.00
C 4.44453 -0.34934 -0.05792 -1.27
C 4.11069 0.97943 0.07173 0.46
C 5.01158 2.16451 0.16649 -1.41
C 3.14708 -2.51359 -0.14384 -0.19
C 4.18384 -3.31076 0.12941 -0.41
C 4.10174 -4.77321 0.03374 -0.85
C 2.98933 -5.40080 -0.34147 -1.09
C 1.72843 -4.64994 -0.61936 -0.30
C 1.82668 -3.09888 -0.48112 1.17
N 0.98805 2.37183 -0.91856 0.69
N 0.23279 1.28656 -1.15273 -0.23
C -0.40045 1.47497 -2.33639 0.13
C -0.08437 2.75332 -2.78764 -1.05
C 0.80571 3.28394 -1.87403 0.59
C 1.48511 4.60756 -1.87908 -1.51
C -1.21720 0.48797 -3.06530 0.49
C -1.86027 0.87949 -4.24104 -0.87
C -2.64099 -0.01193 -4.95792 -0.85
C -2.78727 -1.32350 -4.52709 -0.88
C -2.12476 -1.73633 -3.38227 -0.26
C -1.35223 -0.83517 -2.66948 0.94
C -1.31987 0.49169 3.58283 0.57
C -1.85848 0.83016 4.82472 -1.00
C -2.81731 0.02252 5.41319 -0.73
C -3.25554 -1.13319 4.77843 -0.81
C -2.72581 -1.48282 3.54508 -0.53
C -1.77010 -0.66804 2.96920 0.95
H 1.65961 4.81512 3.64983 0.41
H 2.93471 4.15460 2.62022 0.24
H 1.57471 5.01578 1.89629 0.26
H -0.08445 2.95609 4.46304 0.55
H 2.61131 3.32066 0.29081 -0.02
H 5.43613 -0.75409 -0.16180 0.51
H 6.04573 1.83044 0.12325 0.43
H 4.84143 2.86552 -0.65066 0.25
H 4.86176 2.70111 1.10320 0.24
H 5.13210 -2.88174 0.42605 0.43
H 4.99527 -5.34051 0.25940 0.41
H 2.95952 -6.48105 -0.42724 0.43
H 1.28132 -4.96478 -1.56314 0.52
H 1.39864 -2.56033 -1.33259 0.54
H -0.40597 3.22252 -3.69967 0.54
H 1.18126 5.16572 -2.76144 0.46
H 1.20729 5.18014 -0.99346 0.23
H 2.57002 4.50200 -1.89319 0.24
H -1.76076 1.89362 -4.60007 0.34
H -3.13503 0.31907 -5.86189 0.44
H -3.40369 -2.01749 -5.08289 0.43
H -2.21116 -2.76391 -3.04737 0.49
H -0.83159 -1.18331 -1.79132 -0.19
H -1.54132 1.72965 5.33368 0.35
H -3.23298 0.30127 6.37237 0.42
H -4.00620 -1.75684 5.24567 0.41
H -3.06119 -2.38050 3.03985 0.49
H -1.33134 -0.87270 2.01069 -0.26
O -1.93528 0.48286 0.49919 -0.30
N -2.73280 1.12400 -0.38683 0.10
C -3.65416 0.33778 -1.01578 -0.11
C -4.54388 0.83956 -1.90098 -0.91
C -4.48396 2.22654 -2.17519 -0.35
C -3.59481 3.00708 -1.51164 -0.91
C -2.68029 2.49465 -0.52972 0.50
S -1.69549 3.47838 0.38072 -0.30
H -3.61627 -0.70018 -0.72508 0.29
H -5.26787 0.18774 -2.36610 0.49
H -5.16045 2.66704 -2.89633 0.41
H -3.55286 4.07481 -1.66824 0.48
I 1.44194 -2.52700 2.62178 0.18
C 0.79921 -3.14252 0.66627 -0.87
C 0.67461 -4.67655 0.55183 0.17
C -0.67899 -5.16918 0.19503 -1.08
C -1.68828 -4.32241 -0.01979 -1.30
C -1.46530 -2.88865 0.07575 0.33
N -0.34240 -2.32465 0.34140 0.10
H 1.04974 -5.20188 1.42902 0.59
H -0.81995 -6.23958 0.09361 0.48
H -2.67889 -4.66157 -0.28820 0.54
H -2.30379 -2.22031 -0.10683 0.27